# 1
Density functional theory data (ωB97M-V with the def2-TZVPD basis set) for an isolated molecule of C2H3IN2.

The frontier orbital gap is 0.3300 Eh. Its SMILES is CC1(I)N=N1. The total charge is 0. The value obtained for the relative energy (zero: lowest compared OMol25 entry of this formula, charge and spin) is 37.5 kcal per mole. For the max |F|, the calculation gives 3.8 eV Å⁻¹. The calculation puts the LUMO energy at -0.03 eV. For the HOMO energy, the calculation gives -9.01 eV. Its energy is -13200.1912 eV.

```
8
Properties=species:S:1:pos:R:3:forces:R:3
C 0.17170 0.86842 -0.19769 -0.339 1.505 -1.383
C 0.03490 -0.52874 0.27857 -2.806 -0.731 -0.958
I -0.88629 -0.77123 2.15031 0.308 -0.217 0.033
N 0.59260 -1.62014 -0.39868 0.915 -2.094 -1.111
N -0.55610 -1.65102 -0.83394 1.638 2.484 2.296
H 1.21075 1.20902 -0.45035 -0.612 -0.787 0.166
H -0.12035 1.53098 0.67365 -0.200 -0.445 -1.598
H -0.44721 0.96270 -1.22186 1.097 0.285 2.555
```
Forces are in eV/Å.

***

# 2
Density functional theory data (ωB97M-V with the def2-TZVPD basis set) for a 2-piece molecular cluster, C2H8N overall.

The frontier orbital gap is 0.4034 Eh. The total charge is +1. The value obtained for the relative energy (zero: lowest compared OMol25 entry of this formula, charge and spin) is 23.0 kcal per mole. For the max |F|, the calculation gives 1.0 eV Å⁻¹. The calculation puts the LUMO energy at -4.03 eV. For the HOMO energy, the calculation gives -15.01 eV. Its energy is -3686.1695 eV.

```
11
Properties=species:S:1:pos:R:3:forces:R:3
C 1.10708 0.59298 -0.89244 0.667 0.127 -0.303
C 1.46948 -0.41712 -0.09725 -0.308 0.698 -0.057
H 1.01072 1.61434 -0.53676 0.068 -0.067 0.229
H 1.10628 0.51640 -1.97424 -0.449 -0.320 0.019
H 1.68170 -0.19015 0.94253 -0.100 -0.341 0.106
H 1.59183 -1.42497 -0.46672 0.214 -0.034 0.015
N -1.62092 -0.14460 0.59942 0.958 0.295 0.024
H -1.98373 0.79269 0.77834 -0.191 -0.110 0.258
H -2.28937 -0.67924 0.04803 0.113 -0.046 -0.206
H -0.66949 -0.01540 0.13562 -0.595 -0.332 -0.258
H -1.40357 -0.64493 1.46348 -0.377 0.130 0.173
```
Forces are in eV/Å.

***

# 3
Density functional theory data (ωB97M-V with the def2-TZVPD basis set) for an isolated molecule of C3H3O2P.

The frontier orbital gap (spin up / spin down) is 0.2971 / 0.2951 Eh. The total charge is 0. The value obtained for the relative energy (zero: lowest compared OMol25 entry of this formula, charge and spin) is 84.4 kcal per mole. For the max |F|, the calculation gives 2.0 eV Å⁻¹. The calculation puts the LUMO energy (spin up / spin down) at -1.39 / -0.86 eV. For the HOMO energy (spin up / spin down), the calculation gives -9.47 / -8.89 eV. Its energy is -16538.9771 eV.

```
9
Properties=species:S:1:pos:R:3:forces:R:3
C -0.84913 -0.95959 0.23346 -0.498 0.286 1.920
C -0.56635 -0.90339 -1.01230 0.437 0.535 -0.729
C -1.07016 0.19447 1.25591 -0.470 -1.580 -1.158
O -1.90721 0.05857 2.09234 0.011 0.179 0.306
O -0.30081 1.25652 1.16948 0.381 0.983 0.529
P 0.49612 2.20015 0.08471 -0.118 -0.335 -0.314
H -1.12038 -1.87761 0.73851 -0.060 -0.262 -0.089
H -0.28466 -0.15132 -1.72097 0.095 0.106 -0.420
H 1.73659 2.01451 0.73417 0.223 0.088 -0.045
```
Forces are in eV/Å.

***

# 4
Density functional theory data (ωB97M-V with the def2-TZVPD basis set) for C3HBrOS2 as an isolated structure.

The frontier orbital gap is 0.2731 Eh. The total charge is 0. The value obtained for the relative energy (zero: lowest compared OMol25 entry of this formula, charge and spin) is 135.7 kcal per mole. For the max |F|, the calculation gives 3.0 eV Å⁻¹. The calculation puts the LUMO energy at -1.19 eV. For the HOMO energy, the calculation gives -8.62 eV. Its energy is -96881.4246 eV.

```
8
Properties=species:S:1:pos:R:3:forces:R:3
C -0.00393 -0.61087 1.87845 -0.565 -0.002 0.044
C 0.42419 -0.81397 -1.56222 -1.291 1.354 2.399
C -0.17701 1.28869 0.04448 -1.220 -0.146 2.240
O -0.00681 2.31517 0.63103 0.108 -0.910 -1.370
S -1.26004 -0.05775 0.98320 1.346 0.723 -0.624
S 0.50676 0.86846 -1.55088 0.655 -0.156 -0.938
Br 1.01280 -1.66808 -2.98348 0.865 -0.700 -1.888
H -0.49597 -1.32167 2.55942 0.102 -0.164 0.137
```
Forces are in eV/Å.

***

# 5
Density functional theory data (ωB97M-V with the def2-TZVPD basis set) for C33H40N4P2Pt as an isolated structure.

The frontier orbital gap (spin up / spin down) is 0.2073 / 0.2057 Eh. The expectation value of S² is 2.007. The total charge is 0. The value obtained for the relative energy (zero: lowest compared OMol25 entry of this formula, charge and spin) is 59.9 kcal per mole. For the max |F|, the calculation gives 2.7 eV Å⁻¹. The calculation puts the LUMO energy (spin up / spin down) at -0.51 / -1.99 eV. Its spin multiplicity is 3. For the HOMO energy (spin up / spin down), the calculation gives -6.15 / -7.59 eV. Its energy is -62646.3827 eV.

```
80
Properties=species:S:1:pos:R:3:forces:R:3
Pt 0.18792 0.61333 0.56506 -0.309 -0.314 2.629
C -1.52262 0.86937 -3.07840 -0.740 -0.701 -0.544
C -0.96869 -0.34783 -3.26923 -0.673 0.749 -0.895
C 0.34760 -0.56891 -3.97578 0.177 -0.022 -0.263
C 1.38187 0.55834 -3.68248 0.056 -0.336 -0.812
C 1.39055 1.12908 -2.29156 0.658 0.575 0.651
C 0.74526 2.19878 -1.75574 0.716 0.051 -1.042
C -0.18895 3.04246 -2.58228 -0.329 0.137 0.169
C -1.07450 2.22768 -3.55802 0.027 0.486 -0.350
C 1.44120 1.45934 2.03155 0.700 0.794 0.516
H -2.52197 0.91281 -2.62864 0.575 -0.240 -0.296
H -1.57852 -1.24535 -3.05332 0.467 0.711 -0.005
H 0.24387 -0.63415 -5.07919 -0.264 0.202 0.452
H 0.75001 -1.56561 -3.74163 -0.037 0.344 0.132
H 2.39836 0.14958 -3.90206 -0.657 0.331 0.312
H 1.23206 1.35237 -4.42649 0.030 -0.132 0.296
H 2.25677 0.75109 -1.76979 -0.365 0.130 0.234
H 1.10526 2.68885 -0.83426 -0.073 -0.581 -0.321
H 0.42181 3.74670 -3.18834 -0.195 -0.308 0.387
H -0.82265 3.67395 -1.93411 0.268 -0.344 -0.229
H -1.98019 2.84067 -3.72043 0.302 -0.406 -0.012
H -0.56523 2.17997 -4.53479 -0.251 -0.157 0.351
H 1.08819 2.52334 2.04102 0.570 -0.606 0.090
H 2.52028 1.37528 1.79144 -0.756 0.351 0.587
H 1.21976 1.04092 3.04237 0.355 0.359 -0.912
P 1.83349 -0.96805 0.12378 1.841 0.963 0.019
P -1.57935 -0.58450 -0.30398 -1.518 -0.137 0.136
N 3.58187 -0.06991 -0.33512 -1.142 0.404 -0.291
N 2.67822 -2.07889 1.11422 0.497 0.079 0.793
N -2.94434 0.77113 -0.48195 -0.582 1.106 -0.406
N -2.63943 -1.43990 0.86852 0.153 -0.490 0.844
C 0.90075 -2.14296 -0.94956 0.440 -0.546 -1.120
C -0.62602 -2.17532 -0.69711 0.245 -0.789 0.321
C 3.66645 1.32525 -0.23313 0.592 0.180 -0.389
C 4.92340 1.76485 -0.62554 -1.068 -0.748 0.214
C 5.66208 0.61455 -1.02577 -0.973 -0.967 0.368
C 4.81834 -0.49612 -0.83880 0.330 0.474 -0.165
C 3.30459 -1.61172 2.29468 0.602 -1.268 -0.231
C 4.41630 -2.40775 2.53838 -1.102 0.436 -0.533
C 4.50450 -3.38951 1.48001 -0.791 0.814 -0.247
C 3.48193 -3.12971 0.59154 -0.092 0.011 1.060
C -2.58510 2.11611 -0.42048 -1.260 -0.792 -0.145
C -3.68464 2.89182 -0.77445 0.593 -0.611 0.267
C -4.74612 2.00428 -1.11721 0.623 -0.747 -0.131
C -4.24237 0.70560 -1.00899 0.787 0.925 0.718
C -4.02397 -1.39408 1.14447 0.295 -0.397 0.097
C -4.33245 -2.33129 2.10839 0.503 0.449 -0.383
C -3.11054 -2.96002 2.50370 0.395 0.629 -0.599
C -2.09427 -2.37699 1.76132 -1.489 -0.456 0.048
H 1.26492 -3.16050 -0.72469 0.052 0.488 -0.258
H 1.12866 -1.93304 -2.00777 -0.003 -0.027 0.553
H -1.16698 -2.57437 -1.55898 0.477 -0.286 -0.075
H -0.79056 -2.88129 0.12609 0.061 0.191 -0.682
H 2.81677 1.95453 0.01982 0.388 -0.501 0.003
H 5.22366 2.80425 -0.61592 0.076 -0.193 -0.054
H 6.68966 0.60508 -1.38785 -0.407 -0.196 0.163
H 5.02441 -1.55198 -1.00463 -0.119 0.408 0.095
H 2.83499 -0.81526 2.87046 0.338 -0.176 -0.283
H 5.09645 -2.30802 3.37353 -0.190 -0.046 -0.056
H 5.22373 -4.20101 1.41722 -0.178 0.293 -0.107
H 3.17626 -3.64893 -0.30645 0.179 0.105 0.137
H -1.60755 2.41789 -0.04174 -0.312 -0.083 -0.293
H -3.69741 3.96678 -0.73612 -0.148 0.127 -0.073
H -5.75909 2.27270 -1.38882 0.189 -0.037 -0.115
H -4.70145 -0.26262 -1.18859 0.077 0.442 -0.121
H -4.73018 -0.72649 0.65733 0.654 -0.272 0.273
H -5.33681 -2.50671 2.48597 0.343 -0.009 -0.074
H -2.99903 -3.72590 3.25573 0.106 0.057 -0.022
H -1.03393 -2.59376 1.78258 -0.395 0.176 0.265
C -2.64709 0.36680 4.65525 0.005 0.042 -0.435
C -1.52237 -0.45090 4.52089 0.241 0.165 -0.489
C -0.72999 -0.37321 3.36274 -0.218 0.340 0.218
C -1.02159 0.57100 2.37508 0.567 -0.223 -0.229
C -2.05569 1.47466 2.57225 -0.259 0.053 -0.010
C -2.93744 1.29997 3.65600 0.579 0.211 -0.014
H -3.28553 0.28362 5.53323 0.098 -0.037 -0.231
H -1.26970 -1.16948 5.29927 -0.050 0.135 -0.179
H 0.14935 -1.00509 3.22622 -0.326 -0.039 0.212
H -2.18522 2.32100 1.89347 -0.304 -0.536 0.308
H -3.82203 1.94136 3.69654 0.347 -0.172 0.207
```
Forces are in eV/Å.

***

# 6
Density functional theory data (ωB97M-V with the def2-TZVPD basis set) for an isolated molecule of C11H16N6OS.

The frontier orbital gap is 0.3147 Eh. Its SMILES is c1nnc(CCCCCCCSc2nnco2)nn1. The total charge is 0. For the max |F|, the calculation gives 0.3 eV Å⁻¹. The calculation puts the LUMO energy at -0.55 eV. For the HOMO energy, the calculation gives -9.11 eV. Its energy is -33486.8578 eV.

```
35
Properties=species:S:1:pos:R:3:forces:R:3
C -1.87290 -2.49760 -4.35003 -0.005 0.028 0.168
N -1.27240 -1.38515 -3.93630 -0.058 -0.096 -0.240
N -1.15715 -1.21083 -2.64849 0.041 0.040 0.276
C -1.64658 -2.15361 -1.83527 0.041 -0.006 -0.283
C -1.51606 -1.95693 -0.35760 -0.105 -0.049 0.084
C -1.73188 -0.51468 0.10024 -0.086 0.093 0.008
C -1.82862 -0.42643 1.62813 0.005 -0.059 0.043
C -1.41034 0.90833 2.26641 -0.050 0.010 0.017
C -0.09530 1.49934 1.75997 -0.051 -0.029 -0.097
C 1.10209 0.57464 2.02618 -0.063 -0.143 -0.031
C 2.40024 1.30750 2.38910 0.099 0.056 0.231
S 3.84734 0.89639 1.38733 -0.027 -0.004 -0.070
C 3.25446 1.51667 -0.11560 0.006 -0.099 0.062
N 2.12284 2.06966 -0.38704 0.243 0.133 -0.150
N 2.17266 2.36801 -1.75528 -0.036 -0.107 -0.029
C 3.30402 1.94854 -2.17414 -0.073 0.140 0.097
O 4.06562 1.39666 -1.18761 -0.005 0.018 -0.321
N -2.23601 -3.27401 -2.26859 -0.001 0.034 0.277
N -2.35183 -3.45112 -3.55629 0.007 0.028 -0.271
H -1.98244 -2.63675 -5.41848 0.026 -0.001 0.077
H -2.23286 -2.62942 0.12189 0.073 0.029 -0.028
H -0.51671 -2.28971 -0.05363 -0.046 -0.006 -0.007
H -2.65527 -0.13892 -0.35464 0.103 0.077 0.030
H -0.92339 0.10987 -0.28011 -0.020 -0.068 -0.043
H -1.23386 -1.23595 2.07076 0.043 0.097 -0.074
H -2.86469 -0.62913 1.91938 0.104 -0.096 0.059
H -2.21087 1.64766 2.15431 0.068 -0.049 -0.112
H -1.30843 0.73600 3.34506 -0.103 0.047 -0.042
H -0.14845 1.71792 0.69041 0.016 0.046 0.192
H 0.06333 2.46973 2.24222 -0.007 -0.106 0.067
H 1.29153 -0.05790 1.15338 -0.126 0.009 0.087
H 0.84821 -0.10394 2.84832 0.061 0.035 -0.041
H 2.27714 2.39080 2.36202 -0.005 -0.063 -0.023
H 2.74735 1.03400 3.38905 -0.124 0.112 -0.014
H 3.69920 2.00036 -3.17506 0.055 -0.051 0.097
```
Forces are in eV/Å.